No. 1
Formula: C15H17NS2V
Source: OMol25
Level of theory: wB97M-V/def2-TZVPD

Values from the calculation:
E_HOMO (alpha / beta) in Ha: -0.1890 / -0.1633
Total charge: 0
Spin multiplicity: 4
Orbital gap (alpha / beta) in eV: 4.756 / 3.818

CARTESIAN COORDINATES (ANGSTROEM)
C: 0.714 -1.652 -1.624
C: -0.022 1.815 -2.276
C: -0.718 -1.698 -1.937
H: 1.132 -2.332 -2.390
C: -1.260 1.637 -1.790
H: 0.366 2.837 -2.350
H: -1.238 -2.589 -1.587
H: -1.747 2.475 -1.272
C: -1.510 -0.765 -2.707
H: -2.374 -1.359 -3.058
H: -0.985 -0.380 -3.586
C: 1.523 -0.338 -1.708
H: 2.507 -0.586 -2.145
H: 1.721 0.051 -0.683
C: 0.996 0.775 -2.681
H: 0.717 0.274 -3.618
H: 1.886 1.376 -2.949
C: -2.142 0.435 -1.941
H: -3.040 0.745 -2.505
H: -2.512 0.102 -0.956
V: 2.300 -1.761 0.338
H: 0.932 -2.138 -0.523
S: 2.776 -3.247 2.099
C: 1.757 -2.067 2.720
N: 1.279 -1.111 1.855
C: 0.493 -0.139 2.485
C: -0.171 0.917 1.848
C: -0.866 1.831 2.644
C: -0.889 1.703 4.042
C: -0.236 0.634 4.672
C: 0.443 -0.292 3.882
S: 1.351 -1.734 4.368
H: -0.136 0.991 0.763
H: -1.396 2.656 2.174
H: -1.422 2.440 4.649
H: -0.233 0.494 5.748

=====

No. 2
Formula: C4H6NO3
Source: OMol25
Level of theory: wB97M-V/def2-TZVPD

Values from the calculation:
E_HOMO in Ha: -0.1370
Total charge: -1
Spin multiplicity: 1
Orbital gap in eV: 5.840

CARTESIAN COORDINATES (ANGSTROEM)
O: -1.291 -1.701 0.667
C: -1.449 -0.494 0.230
O: -2.145 -0.038 -0.727
C: 0.283 -0.058 -0.195
C: 0.191 1.268 -0.875
C: 0.907 1.060 0.608
O: 2.187 1.252 0.584
N: 1.075 -1.259 -0.397
H: -1.505 0.170 1.173
H: -0.734 1.867 -0.736
H: 0.922 1.583 -1.657
H: 0.361 1.426 1.493
H: 2.017 -1.015 -0.126
H: 0.545 -1.865 0.259

=====

No. 3
Formula: C10H6AlNO5
Source: OMol25
Level of theory: wB97M-V/def2-TZVPD

Values from the calculation:
E_HOMO (alpha / beta) in Ha: -0.6312 / -0.6312
Total charge: +2
Spin multiplicity: 1
Orbital gap (alpha / beta) in eV: 5.272 / 5.348

CARTESIAN COORDINATES (ANGSTROEM)
O: 4.081 0.016 -2.710
C: 3.171 0.360 -2.110
Al: -0.858 1.014 -0.602
C: -0.384 2.191 1.018
O: -0.435 1.919 2.173
C: -0.365 3.250 -1.088
O: -0.606 4.112 -1.871
C: -2.432 1.850 -1.668
O: -3.511 1.836 -2.040
C: 0.203 3.453 0.299
O: 0.619 4.535 0.798
H: 0.266 0.798 -1.628
C: 0.248 -3.342 1.438
C: 0.690 -3.131 0.148
C: 0.480 -1.906 -0.503
N: -0.230 -0.912 0.092
C: -0.685 -1.112 1.360
C: -0.477 -2.319 2.035
H: 0.395 -4.286 1.951
H: 1.153 -3.945 -0.390
H: 0.816 -1.702 -1.526
H: -1.211 -0.262 1.822
H: -0.927 -2.417 3.004

=====

No. 4
Formula: C6H10BClNO3
Source: OMol25
Level of theory: wB97M-V/def2-TZVPD

Values from the calculation:
E_HOMO in Ha: -0.4674
Total charge: +1
Spin multiplicity: 1
Orbital gap in eV: 8.937

CARTESIAN COORDINATES (ANGSTROEM)
C: 1.455 -1.425 1.836
O: 0.518 -0.315 1.473
C: 0.184 -0.042 0.153
B: 0.448 -1.146 -1.058
O: 1.682 -1.548 -1.377
O: -0.777 -1.520 -1.605
N: -1.273 0.300 0.266
C: -1.796 1.594 -0.331
C: -0.968 2.525 -0.764
C: 0.432 2.407 -0.801
C: 1.014 1.361 -0.211
Cl: 2.698 1.167 -0.252
H: 1.976 -1.734 0.962
H: 0.679 -2.235 2.026
H: 2.057 -1.190 2.612
H: 1.773 -2.340 -1.929
H: -0.678 -1.692 -2.540
H: -1.394 0.170 1.226
H: -1.715 -0.567 -0.332
H: -2.922 1.528 -0.236
H: -1.428 3.417 -1.094
H: 1.126 3.228 -1.183

=====

No. 5
Formula: C3HClF2
Source: OMol25
Level of theory: wB97M-V/def2-TZVPD

Values from the calculation:
E_HOMO in Ha: -0.3744
Total charge: 0
Spin multiplicity: 1
Orbital gap in eV: 9.839

CARTESIAN COORDINATES (ANGSTROEM)
F: -1.355 -0.730 2.158
C: -0.522 -0.730 0.907
C: 0.173 0.215 0.522
C: 0.518 0.641 -0.752
F: -0.540 1.004 -1.454
Cl: 1.999 1.139 -1.621
H: -0.274 -1.539 0.240

=====

No. 6
Formula: C12H58BN2O23
Source: OMol25
Level of theory: wB97M-V/def2-TZVPD

Values from the calculation:
E_HOMO in Ha: -0.1855
Total charge: -1
Spin multiplicity: 1
Orbital gap in eV: 6.949

CARTESIAN COORDINATES (ANGSTROEM)
C: 1.404 4.261 1.937
C: 1.298 3.069 0.910
C: 2.068 3.206 -0.337
C: 2.009 2.088 -1.300
C: 1.203 0.892 -1.007
C: 0.436 0.755 0.255
C: -0.355 -0.593 0.504
N: -1.632 -0.441 1.191
C: -2.671 0.265 0.414
B: -2.981 1.768 0.951
O: -2.569 2.210 2.228
N: -3.760 2.653 0.063
C: -3.173 4.011 -0.045
C: -5.200 2.679 0.375
C: -2.466 0.277 -1.147
O: -2.799 -0.786 -1.760
O: -1.981 1.265 -1.825
C: 0.501 1.864 1.196
H: 2.486 4.531 2.092
H: 1.013 3.923 2.939
H: 0.822 5.154 1.580
H: 2.704 4.093 -0.568
H: 2.609 2.168 -2.245
H: 1.199 0.052 -1.746
H: -0.402 -1.234 -0.420
H: 0.314 -1.180 1.210
H: -1.518 -0.096 2.141
H: -3.649 -0.291 0.593
H: -2.977 3.058 2.470
H: -3.388 4.430 -1.063
H: -2.060 3.899 0.098
H: -3.567 4.661 0.788
H: -5.454 2.947 1.442
H: -5.669 1.692 0.128
H: -5.665 3.417 -0.341
H: -0.033 1.827 2.171
O: -3.324 6.705 -0.496
H: -3.690 7.557 -0.762
H: -2.371 6.855 -0.473
O: 3.457 -0.870 0.164
H: 3.099 -0.005 -0.085
H: 4.416 -0.729 0.176
O: 3.816 -1.217 2.913
H: 4.464 -1.883 3.177
H: 3.805 -1.273 1.941
O: -6.254 1.494 -1.972
H: -5.529 0.854 -1.913
H: -6.822 1.140 -2.667
O: 2.553 -3.795 3.098
H: 1.655 -3.819 3.455
H: 2.865 -2.896 3.297
O: 4.360 1.531 0.270
H: 4.836 1.728 1.087
H: 4.604 2.252 -0.320
O: -0.031 -5.600 4.250
H: 0.683 -6.248 4.252
H: -0.601 -5.883 3.521
O: 3.381 -0.342 5.889
H: 4.024 -1.007 6.155
H: 3.372 -0.395 4.924
O: 3.995 -3.386 -1.386
H: 3.857 -2.530 -0.963
H: 3.336 -3.413 -2.090
O: -1.398 -3.660 -1.115
H: -1.772 -2.810 -1.403
H: -0.447 -3.506 -1.102
O: -0.635 -5.446 1.287
H: -0.799 -4.644 1.797
H: -1.293 -5.408 0.577
O: -3.520 -6.142 0.357
H: -4.257 -6.030 0.968
H: -3.887 -6.671 -0.360
O: 6.126 -1.249 -1.212
H: 6.815 -1.914 -1.135
H: 5.544 -1.600 -1.895
O: 4.704 -4.687 0.848
H: 3.970 -4.477 1.441
H: 4.316 -5.283 0.199
O: 3.360 -7.157 2.669
H: 3.229 -6.292 3.079
H: 2.705 -7.181 1.962
O: -5.282 3.203 -4.003
H: -4.365 3.496 -4.067
H: -5.350 2.830 -3.109
O: -2.873 4.950 -5.072
H: -2.229 4.304 -4.757
H: -2.872 4.831 -6.029
O: -3.696 -0.612 -4.534
H: -3.227 -0.388 -3.711
H: -3.453 0.095 -5.141
O: 6.377 -3.234 -3.139
H: 5.677 -3.859 -2.913
H: 7.168 -3.614 -2.740
O: -0.948 5.277 -2.143
H: -0.227 4.637 -2.084
H: -1.516 4.927 -2.836

=====

No. 7
Formula: C29H43Br16NO3
Source: OMol25
Level of theory: wB97M-V/def2-TZVPD

Values from the calculation:
E_HOMO in Ha: -0.3189
Total charge: 0
Spin multiplicity: 1
Orbital gap in eV: 7.290

CARTESIAN COORDINATES (ANGSTROEM)
N: 4.439 2.936 1.711
C: 3.605 4.073 1.140
O: 2.934 3.906 -0.007
C: 3.571 5.475 1.992
C: 2.064 6.200 1.962
C: 1.141 5.323 3.021
C: 1.344 5.666 4.633
C: 0.466 4.801 5.757
C: -0.586 3.634 5.192
C: -0.780 3.323 3.561
C: 0.099 4.186 2.464
C: -1.860 2.117 3.142
O: -2.656 2.219 2.071
C: -1.880 0.824 4.203
C: -1.700 1.108 5.683
C: -1.481 2.674 6.228
O: -2.011 3.107 7.380
H: 3.930 2.032 1.544
H: 4.464 3.045 2.750
H: 4.422 6.229 1.709
H: 3.741 5.197 3.137
H: 1.563 6.027 0.894
H: 2.121 7.342 2.233
H: 2.123 6.513 4.948
H: 0.601 4.985 6.920
H: 0.018 3.976 1.315
H: -2.026 -0.259 3.769
H: -1.674 0.209 6.464
Br: 1.085 0.341 1.719
C: 2.477 -0.434 0.594
C: 2.131 -1.849 0.192
Br: 2.442 -3.095 1.660
H: 3.416 -0.358 1.149
H: 2.526 0.215 -0.285
H: 2.785 -2.192 -0.615
H: 1.088 -1.971 -0.114
Br: -0.715 -0.759 -2.515
C: 0.677 -1.534 -3.640
C: 0.331 -2.949 -4.041
Br: 0.642 -4.195 -2.573
H: 1.616 -1.458 -3.084
H: 0.726 -0.885 -4.518
H: 0.985 -3.292 -4.848
H: -0.712 -3.071 -4.348
Br: 4.344 -3.888 -2.839
C: 4.168 -3.339 -4.702
C: 5.163 -2.256 -5.048
Br: 4.595 -0.526 -4.349
H: 3.128 -3.036 -4.849
H: 4.364 -4.244 -5.284
H: 5.222 -2.119 -6.132
H: 6.166 -2.445 -4.655
Br: 7.009 7.622 1.460
C: 6.378 9.317 0.727
C: 5.436 10.009 1.684
Br: 3.667 9.187 1.650
H: 5.927 9.096 -0.244
H: 7.282 9.914 0.576
H: 5.272 11.047 1.381
H: 5.778 9.988 2.722
Br: -1.705 -6.170 -5.733
C: -1.679 -7.314 -4.153
C: -2.861 -7.032 -3.255
Br: -2.593 -5.392 -2.232
H: -0.714 -7.160 -3.664
H: -1.726 -8.335 -4.542
H: -2.971 -7.820 -2.505
H: -3.802 -6.918 -3.799
Br: 1.821 2.258 -4.194
C: 0.376 3.564 -4.079
C: 0.520 4.431 -2.850
Br: -0.041 3.477 -1.244
H: -0.563 3.005 -4.109
H: 0.465 4.166 -4.988
H: -0.143 5.299 -2.911
H: 1.544 4.773 -2.677
Br: -3.879 -8.732 -0.246
C: -5.324 -7.425 -0.132
C: -5.180 -6.558 1.097
Br: -5.741 -7.513 2.703
H: -6.263 -7.984 -0.162
H: -5.235 -6.824 -1.041
H: -5.843 -5.691 1.037
H: -4.156 -6.217 1.270
Br: -9.203 -4.244 0.933
C: -9.913 -5.940 1.585
C: -9.055 -7.100 1.137
Br: -9.379 -7.535 -0.737
H: -10.948 -6.006 1.239
H: -9.903 -5.851 2.675
H: -9.315 -8.007 1.689
H: -7.983 -6.912 1.240

=====

No. 8
Formula: C44H56B2BrN8O12P
Source: OMol25
Level of theory: wB97M-V/def2-TZVPD

Values from the calculation:
E_HOMO in Ha: -0.3071
Total charge: 0
Spin multiplicity: 1
Orbital gap in eV: 7.323

CARTESIAN COORDINATES (ANGSTROEM)
H: 0.166 5.177 1.504
N: 0.720 4.721 2.263
C: 1.842 4.074 1.728
C: 2.130 4.155 0.138
C: 2.552 2.824 -0.680
C: 4.098 2.261 -0.373
C: 4.623 2.358 1.145
C: 6.064 1.512 1.217
O: 6.393 0.891 2.369
N: 7.052 1.435 0.056
C: 6.786 0.235 -0.836
C: 6.149 -1.200 -0.353
C: 5.885 -2.396 -1.461
C: 6.239 -2.209 -3.080
C: 6.888 -0.772 -3.583
C: 7.137 0.430 -2.452
O: 1.609 1.827 -1.004
C: 0.804 1.080 -0.123
C: -0.617 1.806 0.396
C: -1.473 0.914 1.471
C: -3.107 1.263 1.360
C: -3.419 2.837 1.034
C: -3.849 0.186 0.371
B: 1.500 0.408 1.215
N: 2.280 -0.934 1.230
O: 1.565 1.012 2.575
C: 0.166 -0.070 -1.178
O: 1.121 -1.158 -1.492
C: 0.444 -2.434 -1.755
N: -0.142 -3.121 -0.542
B: 1.643 -3.467 -2.313
C: 2.243 -4.609 -1.241
O: 2.073 -3.334 -3.718
P: -0.272 0.615 -2.906
O: -0.595 2.302 -2.982
Br: -2.320 -0.359 -3.383
C: 2.818 3.433 -2.248
C: 3.307 2.208 -3.235
C: 3.609 2.646 -4.821
C: 3.307 4.252 -5.049
C: 2.774 5.315 -3.941
N: 2.556 4.860 -2.545
H: 2.530 3.553 2.552
H: 3.030 4.933 0.023
H: 1.127 4.568 -0.362
H: 4.098 1.139 -0.729
H: 4.915 2.809 -1.051
H: 3.924 1.975 1.994
H: 4.908 3.490 1.392
H: 8.002 1.328 0.475
H: 5.874 -1.313 0.798
H: 5.430 -3.435 -1.090
H: 6.052 -3.063 -3.887
H: 7.171 -0.589 -4.725
H: 7.573 1.442 -2.886
H: -1.340 1.893 -0.552
H: -0.464 2.903 0.763
H: -1.420 -0.256 1.298
H: -1.211 1.092 2.597
H: -3.539 1.058 2.454
H: -2.671 3.603 1.542
H: -4.535 3.152 1.233
H: -3.244 2.974 -0.139
H: -5.015 0.280 0.534
H: -3.563 -0.896 0.786
H: -3.517 0.235 -0.750
H: 1.603 -1.672 1.536
H: 3.062 -0.895 1.922
H: 0.866 1.696 2.733
H: -0.795 -0.580 -0.759
H: -0.359 -2.410 -2.608
H: 0.481 -3.084 0.294
H: -0.500 -4.080 -0.743
H: 3.228 -5.089 -1.654
H: 1.379 -5.419 -1.109
H: 2.369 -4.085 -0.191
H: 1.906 -4.256 -4.124
H: -0.233 2.680 -3.840
H: 3.471 1.083 -2.892
H: 3.985 1.897 -5.640
H: 3.495 4.668 -6.145
H: 2.596 6.445 -4.273
O: 1.879 -4.672 1.878
N: 1.876 -5.908 1.976
O: 2.850 -6.634 1.728
C: 0.633 -6.557 2.410
C: -0.504 -5.778 2.665
C: -1.691 -6.402 3.054
C: -1.738 -7.790 3.192
C: -0.601 -8.563 2.947
C: 0.590 -7.950 2.555
H: -0.484 -4.695 2.562
H: -2.580 -5.807 3.248
H: -2.667 -8.273 3.490
H: -0.645 -9.644 3.060
H: 1.466 -8.566 2.365
O: -4.095 -3.698 2.563
N: -4.072 -3.752 3.802
O: -3.046 -3.905 4.479
C: -5.350 -3.631 4.514
C: -6.540 -3.494 3.787
C: -7.755 -3.403 4.470
C: -7.778 -3.445 5.865
C: -6.590 -3.572 6.587
C: -5.370 -3.666 5.915
H: -6.539 -3.459 2.700
H: -8.685 -3.304 3.914
H: -8.728 -3.380 6.393
H: -6.616 -3.601 7.674
H: -4.453 -3.767 6.492
O: -5.247 5.400 -0.154
N: -5.561 6.304 -0.942
O: -6.296 7.260 -0.656
C: -5.030 6.235 -2.309
C: -4.226 5.151 -2.687
C: -3.744 5.078 -3.995
C: -4.059 6.080 -4.914
C: -4.852 7.164 -4.532
C: -5.342 7.246 -3.227
H: -3.971 4.362 -1.983
H: -3.124 4.237 -4.300
H: -3.686 6.016 -5.935
H: -5.091 7.942 -5.253
H: -5.961 8.095 -2.946

=====

No. 9
Formula: C19H18ClN3O2
Source: OMol25
Level of theory: wB97M-V/def2-TZVPD

Values from the calculation:
E_HOMO in Ha: -0.2792
Total charge: 0
Spin multiplicity: 1
Orbital gap in eV: 6.946

CARTESIAN COORDINATES (ANGSTROEM)
C: 2.063 3.526 0.433
C: 2.298 2.035 0.086
N: 1.322 1.365 -0.221
N: -0.041 1.710 -0.310
C: -1.108 0.728 -0.715
O: -1.088 -0.372 -0.692
C: -2.566 1.507 -0.485
N: -3.556 0.683 -0.846
C: -4.591 0.670 0.095
O: -4.702 1.512 0.953
C: -5.425 -0.402 0.151
C: -4.848 -1.748 0.105
C: -5.469 -3.190 0.104
C: -6.852 -2.854 0.182
C: -7.519 -1.732 -0.063
C: -6.827 -0.582 0.191
Cl: -7.525 0.806 -0.006
H: -8.620 -1.707 0.086
H: -7.356 -3.740 0.087
H: -5.025 -3.917 0.398
H: -3.713 -1.899 0.189
H: -3.419 -0.090 -1.067
H: -2.664 2.369 0.289
H: -2.542 2.325 -1.369
H: -0.296 2.901 -0.371
C: 3.545 1.475 0.154
C: 3.701 -0.041 -0.043
C: 5.002 -0.377 -0.019
C: 6.094 0.071 0.402
C: 7.393 -0.638 0.401
C: 7.381 -1.854 0.044
C: 6.151 -2.647 -0.309
C: 5.026 -1.878 -0.202
H: 4.048 -2.560 -0.461
H: 6.151 -3.752 -0.364
H: 8.342 -2.310 0.164
H: 8.311 -0.076 0.374
H: 6.186 1.190 0.743
H: 2.813 -0.428 -0.255
H: 4.152 2.260 0.495
H: 3.060 3.887 0.733
H: 1.210 3.781 1.435
H: 1.504 3.990 -0.497

=====

No. 10
Formula: C4H14NO3
Source: OMol25
Level of theory: wB97M-V/def2-TZVPD

Values from the calculation:
E_HOMO (alpha / beta) in Ha: -0.3828 / -0.3824
Total charge: 0
Spin multiplicity: 2
Orbital gap (alpha / beta) in eV: 11.033 / 7.289

CARTESIAN COORDINATES (ANGSTROEM)
C: -0.489 -0.286 -1.301
O: -0.027 0.964 -1.691
C: 0.095 -0.770 0.077
C: -0.981 -0.882 1.138
C: -0.666 -1.400 2.529
N: 1.208 0.157 0.571
H: -0.158 -0.982 -2.080
H: -1.577 -0.162 -1.379
H: 0.620 -1.695 -0.075
H: -1.807 -1.430 0.670
H: -1.479 0.150 1.217
H: -1.612 -1.375 3.100
H: -0.546 -2.478 2.454
H: 0.137 -0.804 2.975
H: 1.241 0.873 -0.159
H: 2.043 -0.369 0.336
H: -0.273 2.269 0.691
H: -0.443 2.141 -0.791
O: -0.829 2.636 -0.012
H: 2.412 1.640 -2.386
H: 1.130 0.712 -2.819
O: 2.003 1.092 -3.064

=====

No. 11
Formula: CH5S3
Source: OMol25
Level of theory: wB97M-V/def2-TZVPD

Values from the calculation:
E_HOMO in Ha: -0.0923
Total charge: -1
Spin multiplicity: 1
Orbital gap in eV: 6.139

CARTESIAN COORDINATES (ANGSTROEM)
S: 2.936 0.129 1.529
H: 3.246 -1.078 1.061
C: -2.017 -0.015 -0.282
S: -0.484 -0.670 -1.088
S: 0.855 0.890 -1.141
H: -2.636 0.387 -1.073
H: -2.422 -0.948 0.098
H: -1.738 0.669 0.507
H: 2.260 0.638 0.390

=====

The following max |F| values (in eV Å⁻¹) correspond, in order, to the records above: 3.233, 3.951, 11.042, 6.194, 8.350, 3.226, 8.404, 8.017, 18.957, 2.684, 1.714.